No. 1
Here is a molecular structure, C39H55AlBr4FN4O5 from the Open Molecules 2025 dataset. Energies are from ωB97M-V/def2-TZVPD.

For the calculated total energy, the calculation gives -346982.2830 eV. The HOMO-LUMO gap comes out at 1.4437 eV. The charge is +1. The HOMO energy is -8.0641 eV. As for the spin multiplicity: 1.

Last column: Mulliken charge in e.
CARTESIAN COORDINATES (ANGSTROEM)
1 C -4.29987 -0.19219 0.82952  -0.3625
2 C -5.05799 1.24369 0.49334  -0.4123
3 C -4.03731 2.54146 0.48602  0.5803
4 C -3.48917 2.97139 1.97022  -0.0722
5 C -1.89589 3.39593 2.01634  -0.7123
6 C -0.90202 2.24401 2.62933  0.4463
7 C -0.79895 2.62848 4.25384  -1.1862
8 C 0.60470 2.29083 1.96935  -0.6215
9 C 0.56949 2.16531 0.31475  0.5151
10 C -0.64114 1.23940 -0.31339  -0.2777
11 C -0.86729 1.03520 -1.95287  -0.4655
12 C 0.14662 1.79646 -2.99875  -0.5619
13 C 1.36727 2.69060 -2.33889  -0.4053
14 C 1.60812 2.90876 -0.71416  0.1952
15 C 2.80125 3.83738 -0.05539  -0.6950
16 H -4.02672 -0.69912 -0.20399  0.2220
17 H -3.33921 0.07045 1.48027  -0.0284
18 H -4.99461 -0.89581 1.46978  0.1318
19 H -5.88878 1.39485 1.33169  0.1299
20 H -5.63289 1.13309 -0.54027  0.2970
21 H -3.20583 2.34050 -0.31397  0.2352
22 H -4.67174 3.46250 0.06838  -0.6395
23 H -3.73235 2.11728 2.74571  -0.0675
24 H -4.09418 3.93787 2.29175  0.2905
25 H -1.60591 3.79122 0.95381  0.3381
26 H -1.83205 4.33653 2.74388  0.4293
27 H -1.91553 2.53420 4.66412  0.3462
28 H -0.44454 3.75305 4.41650  0.3569
29 H -0.06666 1.90612 4.83878  0.3442
30 H 1.13706 3.28930 2.34226  0.1634
31 H 1.24794 1.39722 2.41581  0.2790
32 H -1.43887 0.67605 0.36715  0.1325
33 H -1.78228 0.37285 -2.32041  0.3361
34 H -0.05714 1.65907 -4.14708  0.3307
35 H 2.11333 3.21490 -3.09928  0.3361
36 H 3.73271 3.14794 0.21893  0.2290
37 H 3.19842 4.65527 -0.81760  0.1953
38 H 2.42154 4.34643 0.93323  0.2858
39 N -4.55385 -2.24527 3.98887  -0.3737
40 H -3.87634 -1.51375 4.23381  0.3130
41 H -4.69266 -2.86684 4.79432  0.3914
42 H -5.44862 -1.81130 3.73339  0.3858
43 H -4.19797 -2.78920 3.19413  0.1908
44 C 5.01659 6.93297 -4.00612  -0.9365
45 C 5.41010 5.98299 -3.15558  0.5245
46 C 6.53257 6.21291 -2.20436  0.9719
47 O 6.85924 5.32766 -1.42165  -0.6345
48 C 7.21743 7.51431 -2.24815  -0.9589
49 C 6.82600 8.46290 -3.10115  0.4305
50 C 5.68604 8.24255 -4.03285  0.8788
51 O 5.33761 9.14004 -4.79262  -0.6418
52 O 7.46694 9.68727 -3.14948  -0.5743
53 O 4.78740 4.74869 -3.12648  -0.5449
54 H 4.20076 6.78012 -4.70138  0.4075
55 H 8.04305 7.66181 -1.56380  0.4055
56 H 6.99867 10.19957 -3.84430  0.3451
57 H 5.25176 4.23865 -2.42755  0.3483
58 O -2.72268 -3.82410 2.10405  -0.8794
59 H -1.95012 -4.35652 2.15799  0.0936
60 N -4.98226 -0.77462 8.20020  0.0091
61 C -5.11646 -0.53727 6.85700  -0.6828
62 C -5.05343 0.82368 6.65688  0.1778
63 C -4.86881 1.42800 7.92335  -0.8400
64 C -4.82549 0.41769 8.85787  -0.3761
65 H -4.99583 -1.68683 8.63759  0.1970
66 H -5.24655 -1.35480 6.16063  0.3026
67 H -5.13075 1.32678 5.70176  0.4015
68 H -4.77667 2.48620 8.13121  0.3947
69 H -4.69818 0.44517 9.93184  0.3817
70 C 3.02029 -1.63711 0.65348  -0.7993
71 N 2.81140 -2.37500 -0.60861  0.0447
72 C 1.79528 -2.01307 -1.42386  -0.3604
73 C 1.59678 -2.66389 -2.64434  -0.6448
74 C 2.45256 -3.69565 -3.04205  0.7608
75 C 3.47779 -4.05565 -2.15849  -0.5329
76 C 3.63974 -3.38503 -0.94703  -0.1887
77 C 2.31373 -4.36976 -4.34564  0.6327
78 C 3.37089 -4.37181 -5.26372  -0.6667
79 C 3.25804 -5.05149 -6.47549  -0.4615
80 N 2.12721 -5.72287 -6.78136  0.0774
81 C 1.07507 -5.72318 -5.93135  -0.4797
82 C 1.14745 -5.04994 -4.70961  -0.5122
83 C 2.03435 -6.48096 -8.04424  -0.9247
84 H 2.09766 -1.69631 1.23639  0.3556
85 H 3.25819 -0.60169 0.39400  0.3478
86 H 3.84624 -2.08127 1.21346  0.2867
87 H 1.15652 -1.19620 -1.09679  0.5005
88 H 0.78001 -2.33494 -3.28586  0.5086
89 H 4.16390 -4.86577 -2.40207  0.5032
90 H 4.43341 -3.64761 -0.25227  0.3573
91 H 4.29752 -3.84141 -5.04759  0.6296
92 H 4.07127 -5.06795 -7.19746  0.3449
93 H 0.18891 -6.27539 -6.23367  0.4415
94 H 0.28939 -5.08779 -4.04026  0.4908
95 H 1.17095 -6.10799 -8.60003  0.3635
96 H 1.91318 -7.53682 -7.78603  0.3639
97 H 2.94579 -6.34252 -8.63136  0.2850
98 Br -6.35744 1.62802 3.03235  -0.7338
99 F 6.49930 4.27613 -4.25630  -0.6295
100 Br -4.82271 -6.50374 2.03220  -0.1052
101 C -3.81619 -8.08787 2.56422  -0.5895
102 C -3.02496 -7.83478 3.82669  -0.5579
103 Br -1.42917 -6.77554 3.45873  -0.1433
104 H -3.19511 -8.37307 1.71147  0.3651
105 H -4.57259 -8.86117 2.73217  0.3224
106 H -2.65239 -8.77580 4.24218  0.3283
107 H -3.59192 -7.30217 4.59506  0.3516
108 Al -6.06444 4.68470 -0.62139  0.6229
109 Br 5.56705 -3.83353 -5.78371  -0.7010

=====

No. 2
Here is a molecular structure, C39H55AlN4O3PSe from the Open Molecules 2025 dataset. Energies are from ωB97M-V/def2-TZVPD.

For the calculated total energy, the calculation gives -134652.4885 eV. The HOMO-LUMO gap comes out at 8.8522 eV. The charge is +3. The HOMO energy is -15.8883 eV. As for the spin multiplicity: 1.

Last column: Mulliken charge in e.
CARTESIAN COORDINATES (ANGSTROEM)
1 Al -0.48491 0.23499 -0.81561  0.5020
2 O -0.76805 -3.47037 -0.33729  -0.5990
3 C -1.06694 -2.35887 0.00182  0.1915
4 O -0.20420 -1.33501 -0.05410  0.1548
5 C -2.44167 -1.92539 0.47223  -1.2871
6 P -2.86283 -0.43869 -0.51893  2.2046
7 C -3.94469 0.62138 0.44034  0.5687
8 C -5.33102 0.47277 0.45365  -0.5565
9 C -6.09980 1.30092 1.25796  -0.8655
10 C -5.49411 2.27119 2.04507  -0.7637
11 C -4.11173 2.41729 2.04311  -1.3858
12 C -3.33893 1.59726 1.23818  0.1435
13 C -3.71883 -1.04602 -1.98749  0.4750
14 C -3.48657 -2.33991 -2.45805  -0.9374
15 C -4.10225 -2.76825 -3.62648  -0.7803
16 C -4.93975 -1.91391 -4.33099  -0.7633
17 C -5.17255 -0.62575 -3.86517  -0.9438
18 C -4.56289 -0.18973 -2.69884  -0.5450
19 H -2.36660 -1.59205 1.50954  0.5716
20 H -3.17864 -2.72277 0.40148  0.6744
21 H -5.81053 -0.28986 -0.14662  0.5182
22 H -7.17480 1.18405 1.27495  0.4750
23 H -6.10224 2.91795 2.66311  0.4621
24 H -3.64473 3.17059 2.66339  0.5200
25 H -2.25677 1.71400 1.23604  0.4283
26 H -2.86113 -3.03475 -1.90888  0.3770
27 H -3.94840 -3.78222 -3.97138  0.5191
28 H -5.42813 -2.25783 -5.23281  0.4691
29 H -5.84651 0.03096 -4.39908  0.4833
30 H -4.76985 0.80709 -2.32713  0.8994
31 C 0.25093 0.80368 6.15007  -1.1908
32 C 0.74982 1.61670 4.95897  -0.2212
33 C -0.17590 1.55624 3.74444  -0.5441
34 C -0.25261 0.18918 3.06911  0.1251
35 N 1.05614 -0.27264 2.58769  1.0945
36 C 1.76352 0.26732 1.59239  -0.7309
37 Se 1.13578 1.54905 0.34183  -0.4378
38 N 2.99516 -0.25727 1.56982  1.0079
39 C 4.11665 0.20432 0.74038  -0.9265
40 C 4.63773 1.56862 1.18712  -0.4277
41 C 5.30498 1.55683 2.56208  -0.2283
42 C 6.60899 0.76319 2.60134  -1.1729
43 C 3.08115 -1.21513 2.58077  1.1870
44 C 4.11571 -2.06707 2.96210  -1.1318
45 C 3.85065 -2.92966 4.00306  -0.8493
46 C 2.59780 -2.95523 4.64101  -0.9742
47 C 1.57556 -2.11299 4.26324  -1.1465
48 C 1.84812 -1.22960 3.22062  0.8345
49 H 0.82448 1.03912 7.04488  0.4140
50 H 0.34098 -0.27124 5.98946  0.1978
51 H -0.79569 1.02757 6.36475  0.3199
52 H 1.75787 1.29335 4.67653  -0.1216
53 H 0.84227 2.66266 5.25359  0.5171
54 H 0.13024 2.29853 3.00297  0.1419
55 H -1.19318 1.81501 4.05219  0.6798
56 H -0.93121 0.21551 2.21603  -1.4986
57 H -0.61567 -0.57081 3.75865  0.8344
58 H 3.78120 0.23556 -0.29845  -0.3442
59 H 4.89567 -0.55108 0.82421  0.9339
60 H 3.81265 2.28501 1.17407  0.0673
61 H 5.35641 1.90521 0.43540  0.6114
62 H 4.60563 1.17204 3.31222  -0.0116
63 H 5.50782 2.59108 2.84154  0.4848
64 H 6.44533 -0.31546 2.60561  0.1865
65 H 7.17581 0.99761 3.50044  0.4167
66 H 7.24170 1.00609 1.74538  0.3024
67 H 5.08033 -2.06153 2.47585  0.4560
68 H 4.62310 -3.60856 4.33653  0.4799
69 H 2.43430 -3.65587 5.44794  0.4853
70 H 0.61299 -2.15297 4.75208  0.5501
71 C 2.53815 -2.42283 -3.08906  -1.1130
72 C 1.67104 -1.72379 -2.02267  0.3143
73 N 0.75084 -0.72750 -2.64471  0.7698
74 C -0.03044 -1.42949 -3.68974  -0.1136
75 C 0.88977 -1.92310 -4.82894  -1.1735
76 N 2.31226 -1.72840 -4.39626  0.0297
77 C 2.62075 -0.27164 -4.24038  -0.9472
78 C 1.57010 0.33025 -3.28457  -0.4395
79 H 2.26345 -3.46768 -3.22227  0.3527
80 H 3.60134 -2.37046 -2.86313  0.3782
81 H 2.28652 -1.20086 -1.29178  -0.3330
82 H 1.08588 -2.46495 -1.48995  0.2307
83 H -0.77784 -0.75544 -4.09897  0.1281
84 H -0.55063 -2.26407 -3.22065  0.4006
85 H 0.75005 -1.36734 -5.75436  0.3819
86 H 0.75067 -2.98183 -5.03754  0.3841
87 H 2.93054 -2.12936 -5.10283  0.2928
88 H 2.59036 0.18872 -5.22591  0.4028
89 H 3.63594 -0.19509 -3.85569  0.2916
90 H 0.90668 0.98791 -3.83928  0.1315
91 H 2.05205 0.92016 -2.50637  0.5398
92 C -2.50850 3.51432 -1.83691  -0.4248
93 C -2.68564 2.87102 -3.21933  -0.9762
94 C -1.72018 1.68447 -3.23482  0.1874
95 O -1.00491 1.70846 -1.94499  0.0102
96 C -1.12200 3.09228 -1.41997  -0.5462
97 H -3.24432 3.13544 -1.12657  0.0280
98 H -2.59369 4.59824 -1.87475  0.5446
99 H -2.43239 3.57031 -4.01340  0.3594
100 H -3.70918 2.54229 -3.38023  0.3427
101 H -0.97608 1.78267 -4.02255  0.5157
102 H -2.22135 0.72070 -3.30210  -0.2968
103 H -0.33223 3.68298 -1.88509  0.3961
104 H -0.97019 3.05219 -0.34419  0.3702